Entry from the Open Molecules 2025 dataset: the ion C6H11O with charge -2 at a distorted geometry (ωB97M-V/def2-TZVPD).

The geometry in XYZ format:
```
18
Properties=species:S:1:pos:R:3:mulliken_charge:R:1
C 1.723 0.254 1.253 -0.322
O 2.455 -0.712 1.840 -0.935
C 1.383 -0.133 -0.231 -0.551
C 0.353 0.742 -0.966 -0.462
C -1.056 0.793 -0.374 -1.987
C -3.093 -0.561 -1.026 -2.432
C -1.879 -0.465 -0.464 -0.802
H 0.740 0.390 1.769 0.080
H 2.167 1.282 1.235 0.181
H 1.082 -1.176 -0.115 0.208
H 2.348 -0.057 -0.736 0.310
H 0.256 0.449 -2.021 0.201
H 0.850 1.723 -1.028 0.429
H -1.608 1.572 -0.908 0.510
H -1.017 1.146 0.655 0.491
H -3.268 0.087 -1.879 1.260
H -3.879 -1.199 -0.628 1.632
H -1.521 -1.208 0.249 0.189
```

Net charge: -2
Energy, Eh: -310.24782
HOMO (alpha / beta), eV: 3.795 / 0.161
Energy above the lowest of the compared OMol25 structures with the same formula, charge and spin, kcal/mol: 1.5
LUMO (alpha / beta), eV: 6.9 / 6.8
Expectation value of S²: 0.75
Orbital gap (alpha / beta), eV: 3.08 / 6.65
Spin multiplicity: 2